A cluster of 2 separate species, C7H14OSi in total. Source: the OMol25 dataset; level of theory: ωB97M-V/def2-TZVPD.

Last column: Löwdin charge in e.
Element x y z (Å)
1 C -0.0426 3.1739 0.9559  -0.02
2 C 1.7342 1.2825 -1.6525  -0.05
3 C 0.4412 2.7000 -0.2158  -0.29
4 C 0.7928 1.4598 -0.7533  -0.24
5 C -1.9122 -0.8283 1.7515  -0.14
6 C 1.2148 -1.9190 0.5389  -0.19
7 C -0.3026 -1.5395 -2.0410  -0.17
8 O -1.7131 -1.1564 0.3792  -0.28
9 Si -0.2381 -0.9527 -0.2261  0.66
10 H -0.2973 4.1685 1.1435  0.02
11 H -0.0678 2.3425 1.8022  0.09
12 H 2.1094 0.3503 -2.0195  0.03
13 H 2.1750 2.1679 -2.1162  0.06
14 H 0.5658 3.6058 -0.9584  0.13
15 H -2.0248 0.2329 1.7853  0.06
16 H -1.0552 -1.2898 2.3597  0.09
17 H -2.8321 -1.4137 2.1631  0.12
18 H 1.9679 -2.4845 -0.0831  0.05
19 H 1.8599 -1.1401 0.9210  0.00
20 H 1.1150 -2.5368 1.4467  0.03
21 H -0.7223 -2.5628 -2.1660  0.05
22 H -0.7497 -0.9769 -2.7616  -0.01
23 H 0.7389 -1.5461 -2.2828  0.00

Calculated values
- relative energy (zero: lowest compared OMol25 entry of this formula, charge and spin) (kJ/mol) = 281.4
- F_max (eV/A) = 5.46
- frontier orbital gap (eV) = 8.90
- 2S+1 = 1
- HOMO level (hartree) = -0.3051